{"formula": "C26H80O14", "method": "ωB97M-V with the def2-TZVPD basis set", "elements": ["C", "C", "C", "O", "H", "H", "H", "H", "H", "H", "H", "H", "C", "C", "C", "O", "H", "H", "H", "H", "H", "H", "H", "H", "C", "C", "C", "O", "H", "H", "H", "H", "H", "H", "H", "H", "C", "C", "C", "O", "H", "H", "H", "H", "H", "H", "H", "H", "C", "C", "C", "O", "H", "H", "H", "H", "H", "H", "H", "H", "C", "C", "C", "O", "H", "H", "H", "H", "H", "H", "H", "H", "C", "O", "H", "H", "H", "H", "C", "O", "H", "H", "H", "H", "C", "O", "H", "H", "H", "H", "C", "O", "H", "H", "H", "H", "C", "O", "H", "H", "H", "H", "C", "O", "H", "H", "H", "H", "C", "O", "H", "H", "H", "H", "C", "O", "H", "H", "H", "H"], "coordinates": [[5.32988, 5.28661, -0.30248], [6.27560, 4.55012, -1.29966], [6.63732, 3.14419, -0.85106], [5.70037, 4.44023, -2.58328], [5.70343, 5.22835, 0.71985], [4.30084, 4.92764, -0.32081], [5.15401, 6.32678, -0.57670], [7.16930, 5.17058, -1.36633], [7.08994, 3.13428, 0.14047], [7.49953, 2.80330, -1.42420], [5.91775, 2.32912, -0.92843], [5.56422, 5.35489, -2.84105], [8.86155, -3.88371, 1.06939], [7.61121, -4.35647, 0.31904], [7.31775, -5.84439, 0.42535], [6.55310, -3.80525, 1.03662], [9.70198, -4.30066, 0.51450], [8.96769, -4.17524, 2.11431], [9.04412, -2.81178, 0.99378], [7.57232, -4.05495, -0.72770], [8.07104, -6.50384, -0.00568], [6.39126, -6.17554, -0.04376], [7.27588, -6.14809, 1.47136], [5.70850, -4.02617, 0.63733], [2.75182, -0.00717, -6.63635], [3.93614, -0.79964, -5.94706], [4.11293, -2.14825, -6.62036], [5.12941, -0.05293, -6.07988], [2.92712, 0.32862, -7.65842], [2.56147, 0.92075, -6.09706], [1.84605, -0.61032, -6.57395], [3.66773, -0.97365, -4.90505], [3.15404, -2.66363, -6.56575], [4.84478, -2.82157, -6.17414], [4.44427, -2.06672, -7.65559], [5.01595, 0.79655, -5.64730], [1.19651, -5.65918, 6.60208], [-0.25799, -5.39234, 7.07169], [-0.96645, -6.58456, 7.72507], [-0.25734, -4.45990, 8.07881], [1.81396, -5.71262, 7.49874], [1.63875, -4.84670, 6.02553], [1.36965, -6.61884, 6.11506], [-0.83313, -4.99636, 6.23471], [-1.99707, -6.29395, 7.92869], [-0.51278, -6.94038, 8.65010], [-1.09356, -7.45426, 7.08045], [0.45588, -4.71000, 8.67070], [-9.75380, 2.10020, -0.91933], [-9.01940, 2.08195, 0.44624], [-9.94914, 2.63137, 1.50174], [-8.74333, 0.72096, 0.82192], [-9.23275, 1.45470, -1.62639], [-9.92209, 3.06406, -1.39970], [-10.69471, 1.55597, -0.83828], [-8.05778, 2.58951, 0.37021], [-10.87082, 2.04946, 1.50258], [-10.22152, 3.66229, 1.27562], [-9.55952, 2.65797, 2.51937], [-9.58894, 0.26828, 0.86202], [-1.57378, 1.43300, -1.09294], [-0.46622, 0.47518, -0.69708], [-0.39663, 0.17840, 0.80538], [-0.71390, -0.71624, -1.35005], [-1.61511, 1.38194, -2.18097], [-1.35597, 2.45826, -0.79376], [-2.54046, 1.15516, -0.67289], [0.51331, 0.74943, -1.08875], [-1.37361, -0.15244, 1.15771], [-0.05652, 1.09211, 1.29276], [0.37954, -0.57428, 0.94369], [-1.57308, -0.97739, -1.01063], [-5.50933, -0.58689, -6.50990], [-6.28244, -0.57833, -7.70523], [-5.65522, 0.34182, -5.95826], [-5.96935, -1.24286, -5.77085], [-4.45502, -0.79784, -6.68882], [-5.81162, -1.12630, -8.33741], [1.93778, 2.38098, 7.71332], [2.82727, 3.06530, 6.85230], [1.20810, 3.10497, 8.07598], [1.37298, 1.54066, 7.30964], [2.51416, 2.01479, 8.56290], [3.29229, 2.35592, 6.40271], [1.06290, -6.12841, 0.06278], [1.72059, -5.34912, -0.88719], [0.54263, -6.92794, -0.46464], [1.74268, -6.52279, 0.81806], [0.32856, -5.48283, 0.54449], [1.17613, -4.60364, -1.15064], [-5.47496, -4.87108, 0.82166], [-4.95029, -3.60374, 0.46439], [-4.75836, -5.67194, 0.63947], [-5.91069, -4.88957, 1.82061], [-6.28117, -4.92524, 0.09007], [-5.62510, -2.99194, 0.76759], [-2.92947, 4.55735, -8.67316], [-2.57631, 5.47876, -9.68650], [-2.95001, 4.97948, -7.66844], [-3.89471, 4.11003, -8.91050], [-2.22510, 3.72554, -8.66531], [-3.10512, 6.26579, -9.53630], [-3.24593, 6.04549, 2.99886], [-4.09421, 7.21391, 3.11347], [-3.76388, 5.12063, 2.74504], [-2.47334, 6.25620, 2.25940], [-2.78438, 5.84263, 3.96527], [-4.53180, 7.24622, 2.25961], [-5.74904, 7.14746, -2.62911], [-6.60077, 7.26769, -1.53026], [-4.71890, 7.26920, -2.29434], [-5.81561, 6.16511, -3.09672], [-5.92931, 7.91707, -3.37965], [-7.47977, 7.49794, -1.84000], [6.42588, -1.16091, 6.29398], [5.82160, -0.53927, 5.20977], [5.66092, -1.16760, 7.07044], [6.71038, -2.20511, 6.16436], [7.22853, -0.59529, 6.76719], [5.99739, -1.12511, 4.46985]], "forces_ev_per_angstrom": [[-0.256, -0.206, -0.519], [-1.004, -0.191, 1.271], [1.545, -0.237, 0.110], [-0.131, 0.355, -0.201], [0.052, 0.104, -0.063], [0.104, -0.748, 0.026], [0.614, 0.291, -0.032], [0.379, -0.172, 0.063], [-0.491, 0.208, 0.364], [-0.064, -0.004, -0.533], [-0.510, 0.567, 0.015], [-0.249, 0.021, -0.508], [0.835, -0.308, -1.435], [-0.349, -0.942, 1.159], [1.204, -1.313, -0.117], [-1.373, 1.825, 0.715], [0.321, -0.234, 0.182], [-0.511, -0.219, -0.115], [-0.538, 0.113, 0.040], [0.425, 0.287, -0.096], [0.327, 0.137, -0.251], [-0.216, 0.501, -0.079], [-0.120, 0.249, 0.130], [-0.033, -0.084, -0.118], [0.470, -0.334, 0.982], [-0.931, 0.611, -1.540], [0.087, -0.313, -0.053], [0.369, -0.212, 0.182], [0.336, -0.561, -0.111], [-0.026, 0.011, 0.315], [-0.088, 0.060, -0.162], [0.047, 0.152, 0.232], [-0.018, -0.084, -0.237], [0.087, 0.297, 0.474], [-0.311, 0.295, -0.127], [-0.019, 0.088, 0.060], [-0.118, -0.190, 0.610], [0.598, -1.838, -0.443], [-0.676, -0.808, -1.201], [0.278, 2.283, 0.869], [0.111, -0.080, 0.278], [-0.341, 0.001, -0.203], [-0.337, 0.099, -0.309], [-0.180, -0.034, 0.070], [0.084, 0.234, 0.314], [0.253, 0.298, -0.010], [0.328, -0.141, -0.249], [0.002, 0.181, 0.272], [0.501, -0.930, -0.098], [-1.104, -0.655, -0.324], [-0.063, 1.059, 0.241], [0.597, 0.222, -0.418], [0.505, 0.249, -0.091], [0.053, 0.093, 0.356], [-0.397, 0.342, 0.335], [-0.057, -0.027, 0.187], [-0.060, -0.064, 0.010], [-0.133, 0.102, -0.120], [0.287, -0.299, -0.111], [-0.118, -0.101, 0.033], [0.679, 0.634, -0.202], [-0.043, 0.261, 0.908], [0.784, 0.859, -0.804], [-0.444, -1.755, -0.837], [-0.270, 0.225, -0.008], [-0.061, 0.078, 0.025], [0.006, -0.182, 0.058], [0.005, 0.619, 0.211], [0.092, 0.009, 0.211], [-0.278, -0.044, 0.464], [-0.233, -0.144, 0.225], [-0.239, -0.597, -0.247], [-0.883, 0.195, 0.682], [0.379, 0.094, 0.055], [0.425, 0.592, -0.624], [0.348, -0.894, -0.204], [-0.088, 0.022, 0.192], [-0.176, -0.005, -0.098], [-0.084, 0.449, 1.027], [-0.332, -0.566, -0.514], [0.057, 0.004, 0.034], [0.170, 0.010, -0.548], [-0.182, -0.150, 0.293], [0.389, 0.233, -0.308], [-1.046, 0.289, 0.022], [1.264, 0.552, -0.701], [-0.088, -0.350, 0.352], [0.124, 0.023, -0.201], [-0.217, -0.370, 0.456], [-0.024, -0.112, 0.080], [-1.000, 0.310, -1.213], [0.879, 0.467, 0.758], [0.058, 0.260, 0.211], [0.327, -0.164, 0.164], [-0.444, -1.236, 0.222], [0.190, 0.391, -0.146], [-0.225, -0.656, -0.166], [0.225, 0.145, 0.239], [-0.002, 0.190, 0.003], [-0.257, 0.003, 0.217], [0.229, 0.220, -0.133], [0.029, 0.093, -0.160], [0.072, 0.573, 0.363], [0.349, -1.191, -0.134], [-0.368, 0.145, -0.245], [0.164, -0.236, 0.015], [0.038, 0.357, -0.012], [-0.269, 0.352, -0.004], [0.639, -0.017, -0.558], [-0.416, 0.119, 0.640], [-0.044, 0.021, 0.147], [-0.108, -0.119, -0.130], [-0.050, 0.039, -0.120], [-0.009, -0.050, 0.036], [-0.672, -0.152, 2.232], [0.284, -0.131, -1.236], [-0.077, -0.272, 0.349], [0.186, 0.086, -0.391], [0.435, 0.102, -0.550], [-0.174, 0.371, -0.418]], "lowdin_charge": [-0.06, -0.49, -0.06, -0.05, 0.07, 0.07, 0.07, 0.13, 0.08, 0.07, 0.08, 0.08, -0.05, -0.50, -0.07, -0.07, 0.07, 0.08, 0.08, 0.14, 0.07, 0.08, 0.08, 0.09, -0.06, -0.48, -0.07, -0.05, 0.08, 0.06, 0.07, 0.13, 0.08, 0.07, 0.08, 0.09, -0.04, -0.51, -0.06, -0.05, 0.07, 0.08, 0.07, 0.14, 0.08, 0.08, 0.07, 0.09, -0.06, -0.47, -0.08, -0.07, 0.07, 0.08, 0.07, 0.14, 0.08, 0.08, 0.08, 0.08, -0.06, -0.54, -0.05, -0.06, 0.08, 0.08, 0.08, 0.14, 0.08, 0.08, 0.08, 0.09, -0.17, -0.12, 0.07, 0.07, 0.08, 0.07, -0.18, -0.11, 0.08, 0.07, 0.07, 0.07, -0.18, -0.12, 0.07, 0.08, 0.08, 0.07, -0.16, -0.14, 0.08, 0.08, 0.07, 0.07, -0.18, -0.12, 0.07, 0.07, 0.08, 0.07, -0.15, -0.13, 0.07, 0.07, 0.07, 0.06, -0.19, -0.11, 0.08, 0.07, 0.08, 0.08, -0.20, -0.10, 0.07, 0.08, 0.07, 0.08], "e_above_lowest_ev": 5.364, "multiplicity": 1}